{
  "formula": "C3H9NO3",
  "method": "wB97M-V/def2-TZVPD",
  "homo_lumo_gap_ev": 9.93,
  "total_charge": 0,
  "relative_energy_kj_mol": 275.0,
  "total_energy_ha": -400.1167,
  "smiles": "NC(O)(O)CCO",
  "lumo_ev": 0.7,
  "elements": ["N", "C", "O", "O", "C", "C", "O", "H", "H", "H", "H", "H", "H", "H", "H", "H"],
  "positions_angstrom": [[-1.3841, -1.0038, -1.1619], [-0.1025, -0.7913, -0.5740], [0.8606, -0.9110, -1.5706], [0.1218, -1.8163, 0.3381], [-0.1194, 0.9323, -0.0318], [0.7198, 0.7267, 1.1274], [0.8231, 2.3342, 1.5124], [-2.0980, -0.8159, -0.4637], [-1.4631, -2.0027, -1.3580], [0.3813, -0.7092, -2.3887], [1.0842, -1.9457, 0.3477], [-1.1441, 1.2154, 0.2061], [0.3274, 1.5112, -0.8392], [0.2474, 0.2414, 1.9788], [1.7495, 0.4416, 0.9273], [-0.0039, 2.5933, 1.9500]],
  "forces_ev_per_angstrom": [[-0.71, -0.27, 0.03], [-1.49, 2.38, -0.98], [0.26, 0.05, -0.39], [0.96, 0.59, 0.66], [-0.22, -5.23, -1.47], [0.03, 5.38, 1.77], [0.61, -2.20, 0.41], [-0.03, 0.14, -0.20], [-0.01, 0.07, -0.08], [0.35, 0.03, 0.10], [-0.25, -0.18, 0.19], [0.14, 0.00, -0.07], [-0.08, -0.15, 0.24], [0.26, -0.18, -0.21], [-0.11, 0.00, 0.14], [0.29, -0.44, -0.13]],
  "nbo_charge": [-0.867, 0.643, -0.746, -0.723, -0.430, -0.082, -0.792, 0.367, 0.363, 0.493, 0.483, 0.202, 0.233, 0.201, 0.201, 0.453]
}